Below is a cluster of 8 separate species, C58H143N7O9 in total at a distorted geometry, with properties calculated with ωB97M-V with the def2-TZVPD basis set.

XYZ file:
```
217
Properties=species:S:1:pos:R:3:lowdin_charge:R:1
C -1.849 3.500 20.281 -0.03
C -3.265 2.892 20.432 -0.15
N -3.758 2.743 21.830 -0.23
C -4.054 4.138 22.390 0.03
C -5.122 1.942 21.855 -0.11
C -6.221 2.461 20.880 -0.04
C -2.777 2.199 22.805 -0.13
C -2.189 0.851 22.479 -0.14
O -3.229 -0.114 22.739 -0.23
C -3.209 -0.583 24.093 -0.08
H -1.121 3.607 21.085 0.08
H -1.917 4.530 19.932 0.09
H -1.370 2.982 19.449 0.10
H -3.261 1.905 19.969 0.13
H -3.980 3.509 19.888 0.13
H -4.647 3.982 23.291 0.09
H -4.588 4.735 21.651 0.11
H -3.148 4.707 22.601 0.11
H -5.453 1.827 22.887 0.10
H -4.823 0.957 21.497 0.10
H -7.140 1.875 20.871 0.07
H -5.845 2.209 19.889 0.09
H -6.474 3.515 20.994 0.07
H -3.260 2.244 23.781 0.12
H -1.902 2.831 22.960 0.13
H -1.306 0.460 22.985 0.14
H -1.873 0.719 21.444 0.14
H -3.586 0.171 24.783 0.07
H -2.238 -0.994 24.368 0.09
H -3.827 -1.480 24.139 0.07
C -0.741 -4.663 26.621 -0.05
C -1.224 -3.832 27.772 -0.15
N -2.353 -4.506 28.598 -0.25
C -3.490 -4.963 27.649 0.03
C -1.780 -5.734 29.271 -0.13
C -0.564 -5.423 30.243 -0.03
C -2.979 -3.500 29.608 -0.03
C -3.828 -2.293 29.010 -0.16
O -5.144 -2.587 28.514 -0.25
C -6.122 -3.041 29.473 -0.06
H -0.164 -5.553 26.874 0.10
H 0.000 -4.143 26.014 0.10
H -1.493 -4.933 25.880 0.09
H -1.719 -2.928 27.418 0.11
H -0.483 -3.457 28.478 0.12
H -4.376 -5.181 28.246 0.11
H -3.237 -5.893 27.140 0.11
H -3.672 -4.170 26.923 0.10
H -1.357 -6.324 28.457 0.12
H -2.526 -6.306 29.822 0.14
H 0.244 -4.862 29.774 0.07
H -0.055 -6.310 30.619 0.10
H -0.836 -4.828 31.115 0.08
H -2.040 -3.075 29.964 0.12
H -3.405 -4.017 30.468 0.14
H -3.409 -1.622 28.260 0.11
H -3.934 -1.534 29.785 0.12
H -7.029 -3.450 29.027 0.09
H -6.327 -2.317 30.261 0.09
H -5.610 -3.867 29.966 0.08
C -7.831 -2.013 19.110 -0.03
C -8.010 -1.232 20.467 -0.15
N -7.915 -2.017 21.762 -0.23
C -9.229 -2.795 22.020 0.04
C -6.762 -3.024 21.689 -0.15
C -5.356 -2.480 21.390 -0.03
C -7.757 -0.882 22.837 -0.03
C -7.070 -1.366 24.190 -0.11
O -7.964 -2.340 24.888 -0.21
C -7.451 -2.787 26.166 -0.09
H -8.489 -2.875 19.003 0.09
H -6.845 -2.433 18.913 0.07
H -8.069 -1.374 18.259 0.10
H -9.014 -0.807 20.472 0.13
H -7.303 -0.402 20.455 0.10
H -9.090 -3.337 22.956 0.09
H -9.578 -3.418 21.196 0.12
H -10.026 -2.075 22.206 0.10
H -7.085 -3.769 20.962 0.14
H -6.730 -3.539 22.649 0.12
H -5.344 -1.496 21.859 0.05
H -5.088 -2.408 20.336 0.09
H -4.612 -3.116 21.870 0.10
H -8.783 -0.567 23.028 0.11
H -7.237 -0.022 22.414 0.10
H -6.959 -0.467 24.797 0.10
H -6.056 -1.678 23.941 0.09
H -6.415 -3.117 26.095 0.08
H -7.889 -3.739 26.466 0.09
H -7.543 -2.068 26.980 0.07
C -9.138 1.144 27.990 -0.06
C -8.565 0.596 29.307 -0.15
N -8.809 1.473 30.584 -0.19
C -7.935 2.808 30.477 0.05
C -10.257 1.877 30.815 -0.12
C -11.123 0.589 30.874 -0.03
C -8.106 0.654 31.771 -0.05
C -8.169 1.287 33.164 -0.21
O -9.410 1.048 33.814 -0.19
C -9.358 1.456 35.170 -0.07
H -8.673 2.062 27.631 0.06
H -10.208 1.316 28.102 0.07
H -9.048 0.428 27.173 0.07
H -7.518 0.307 29.226 0.10
H -9.112 -0.341 29.407 0.11
H -6.870 2.580 30.417 0.10
H -8.194 3.527 31.254 0.10
H -8.142 3.354 29.556 0.07
H -10.455 2.561 29.990 0.12
H -10.268 2.420 31.760 0.13
H -10.831 -0.130 31.640 0.09
H -11.073 0.018 29.946 0.05
H -12.190 0.805 30.914 0.10
H -7.130 0.320 31.419 0.12
H -8.608 -0.312 31.829 0.13
H -8.098 2.374 33.132 0.11
H -7.268 1.072 33.738 0.14
H -9.080 2.510 35.162 0.09
H -8.571 0.935 35.716 0.10
H -10.272 1.380 35.760 0.11
C -7.884 4.823 23.493 -0.06
C -8.368 6.013 24.299 -0.12
N -7.964 5.977 25.841 -0.20
C -6.388 5.899 25.864 0.02
C -8.336 7.377 26.492 -0.10
C -8.177 7.601 28.073 -0.03
C -8.614 4.702 26.600 -0.03
C -10.177 4.703 26.532 -0.19
O -10.671 4.497 25.242 -0.19
C -10.969 3.176 24.805 -0.08
H -8.350 3.922 23.891 0.06
H -6.805 4.733 23.623 0.05
H -8.210 4.821 22.453 0.10
H -9.435 6.208 24.196 0.13
H -7.796 6.884 23.979 0.13
H -6.245 5.870 26.944 0.08
H -6.061 6.836 25.415 0.11
H -5.993 4.922 25.585 0.06
H -9.376 7.392 26.164 0.11
H -7.742 8.161 26.021 0.13
H -8.756 8.466 28.397 0.09
H -7.138 7.837 28.302 0.07
H -8.387 6.773 28.750 0.06
H -8.368 4.711 27.662 0.10
H -8.132 3.931 25.998 0.10
H -10.573 5.621 26.967 0.13
H -10.567 4.019 27.285 0.12
H -11.083 3.109 23.723 0.10
H -11.914 2.944 25.296 0.10
H -10.181 2.443 24.972 0.07
C -14.170 -2.611 28.443 -0.01
C -12.813 -2.161 27.737 -0.11
N -12.648 -2.708 26.262 -0.22
C -13.914 -2.183 25.484 0.04
C -11.351 -2.172 25.587 -0.15
C -11.268 -0.643 25.413 -0.05
C -12.716 -4.219 26.266 -0.09
C -11.606 -4.943 27.111 -0.22
O -12.052 -6.220 27.328 -0.15
C -12.200 -7.060 26.223 -0.07
H -14.461 -3.618 28.144 0.08
H -14.953 -1.925 28.120 0.08
H -14.127 -2.415 29.515 0.09
H -11.937 -2.689 28.114 0.09
H -12.677 -1.080 27.701 0.11
H -14.038 -1.102 25.544 0.10
H -14.752 -2.804 25.800 0.12
H -13.739 -2.187 24.409 0.11
H -11.234 -2.564 24.577 0.12
H -10.457 -2.435 26.152 0.11
H -12.174 -0.262 24.943 0.08
H -10.430 -0.349 24.781 0.07
H -11.053 -0.455 26.465 0.05
H -12.643 -4.557 25.232 0.14
H -13.678 -4.598 26.611 0.13
H -11.478 -4.520 28.107 0.12
H -10.626 -4.887 26.637 0.12
H -11.420 -6.927 25.473 0.10
H -13.140 -6.750 25.766 0.09
H -12.301 -8.120 26.454 0.12
C -1.988 1.661 29.063 -0.01
C -2.280 2.519 27.751 -0.11
N -1.789 4.019 27.766 -0.23
C -2.370 4.736 26.495 0.04
C -2.232 4.790 28.999 -0.13
C -3.733 4.632 29.395 -0.04
C -0.226 4.069 27.613 -0.05
C 0.499 5.409 27.750 -0.21
O 0.283 5.912 29.034 -0.20
C 1.353 5.618 29.941 -0.04
H -2.217 0.607 28.900 0.06
H -2.501 2.156 29.888 0.07
H -0.939 1.751 29.345 0.08
H -3.340 2.716 27.595 0.08
H -1.825 2.131 26.840 0.11
H -1.966 4.231 25.617 0.09
H -2.215 5.814 26.448 0.11
H -3.448 4.664 26.635 0.08
H -2.117 5.841 28.735 0.13
H -1.502 4.474 29.743 0.13
H -4.424 5.038 28.656 0.06
H -3.965 5.103 30.350 0.10
H -3.946 3.563 29.420 0.04
H -0.101 3.515 26.682 0.13
H 0.112 3.454 28.447 0.12
H 0.148 6.138 27.020 0.13
H 1.514 5.367 27.357 0.15
H 1.514 4.541 29.974 0.09
H 1.294 5.972 30.970 0.11
H 2.222 6.102 29.494 0.10
C -5.558 0.705 27.155 -0.02
C -5.856 2.046 26.570 -0.87
O -5.859 2.166 25.378 -0.02
O -6.005 3.000 27.339 -0.05
H -4.519 0.507 26.893 0.06
H -6.198 -0.082 26.755 0.05
H -5.448 0.645 28.238 0.07
```

multiplicity = 1
max |F| = 5.3 eV/A
gap between HOMO and LUMO = 9.28 eV
molecular weight = 1082.8 g/mol
E_LUMO = -10.641 eV
charge = +6

---

Below is a cluster of 12 separate species, C58H148N12O12 in total at a distorted geometry, with properties calculated with ωB97M-V with the def2-TZVPD basis set.

XYZ file:
```
230
Properties=species:S:1:pos:R:3:lowdin_charge:R:1
C -6.634 4.014 -3.781 -0.03
C -5.345 3.962 -2.982 -0.51
C -4.742 2.557 -2.934 -0.01
C -4.376 4.925 -3.665 -0.14
C -3.086 5.302 -2.901 -0.16
C -3.561 5.912 -1.558 -0.13
C -4.460 4.956 -0.741 -0.50
C -3.562 3.833 -0.116 -0.02
C -5.008 5.752 0.450 -0.04
N -5.523 4.517 -1.632 -0.08
O -6.471 3.769 -0.873 -0.03
H -6.495 3.414 -4.684 0.09
H -7.496 3.633 -3.233 0.08
H -6.908 5.003 -4.151 0.08
H -5.390 1.898 -2.352 0.09
H -4.546 2.128 -3.915 0.08
H -3.819 2.572 -2.355 0.05
H -4.039 4.445 -4.595 0.11
H -4.851 5.831 -4.047 0.12
H -2.506 4.419 -2.638 0.08
H -2.504 6.096 -3.364 0.11
H -4.069 6.868 -1.681 0.12
H -2.645 5.981 -0.961 0.10
H -2.894 3.432 -0.877 0.05
H -4.195 3.039 0.281 0.07
H -2.966 4.245 0.696 0.07
H -4.223 6.154 1.091 0.09
H -5.600 5.100 1.093 0.08
H -5.575 6.605 0.066 0.09
H -7.206 4.375 -0.732 0.10
C 0.045 4.031 0.506 -0.04
C 1.098 4.650 -0.416 -0.48
C 0.420 5.334 -1.621 -0.01
C 1.912 5.571 0.481 -0.12
C 3.347 5.866 -0.001 -0.17
C 4.072 4.575 -0.384 -0.14
C 3.264 3.695 -1.355 -0.49
C 3.252 4.241 -2.773 -0.02
C 3.929 2.306 -1.263 -0.03
N 1.926 3.483 -0.773 -0.09
O 1.177 2.541 -1.504 -0.05
H 0.540 3.610 1.387 0.08
H -0.610 4.798 0.935 0.09
H -0.563 3.194 0.168 0.06
H -0.342 6.029 -1.259 0.07
H 1.119 5.941 -2.194 0.07
H -0.056 4.611 -2.281 0.07
H 1.422 6.543 0.586 0.12
H 2.021 5.193 1.499 0.11
H 3.326 6.411 -0.956 0.10
H 3.960 6.503 0.636 0.11
H 4.183 4.001 0.541 0.10
H 5.043 4.840 -0.803 0.12
H 2.995 5.305 -2.809 0.06
H 2.615 3.690 -3.463 0.08
H 4.245 4.382 -3.220 0.09
H 3.824 1.914 -0.254 0.07
H 4.969 2.287 -1.599 0.09
H 3.444 1.635 -1.973 0.07
H 1.293 1.709 -1.001 0.07
C 6.103 -0.330 2.768 -0.08
O 5.329 -1.274 2.069 -0.22
C 4.877 -2.383 2.791 -0.21
C 6.019 -3.225 3.426 -0.43
C 7.172 -3.416 2.449 -0.06
N 5.554 -4.553 3.815 0.03
H 5.737 -0.204 3.790 0.09
H 6.068 0.637 2.262 0.08
H 7.170 -0.571 2.735 0.08
H 4.173 -2.106 3.591 0.10
H 4.282 -3.025 2.133 0.13
H 6.344 -2.708 4.333 0.13
H 6.783 -3.751 1.479 0.08
H 7.839 -4.231 2.728 0.08
H 7.742 -2.513 2.238 0.06
H 4.670 -4.464 4.314 0.07
H 5.268 -5.069 2.986 0.07
C -1.529 -0.847 6.029 -0.14
O -2.361 0.282 6.032 -0.17
C -2.050 1.207 4.990 -0.18
C -2.466 0.714 3.606 -0.44
C -2.290 1.801 2.544 -0.04
N -3.842 0.237 3.690 0.09
H -1.604 -1.427 5.104 0.07
H -1.804 -1.526 6.837 0.09
H -0.478 -0.606 6.231 0.10
H -2.624 2.116 5.181 0.13
H -0.986 1.432 5.114 0.12
H -1.816 -0.146 3.374 0.12
H -2.699 2.744 2.909 0.09
H -2.829 1.533 1.635 0.05
H -1.229 1.807 2.291 0.07
H -3.901 -0.396 4.479 0.08
H -4.020 -0.228 2.806 0.03
C 3.421 -0.020 -4.226 -0.10
O 3.801 -0.569 -2.979 -0.26
C 5.192 -0.854 -2.856 -0.18
C 5.535 -1.060 -1.403 -0.42
C 7.037 -1.195 -1.186 -0.05
N 4.902 -2.250 -0.802 0.06
H 3.991 0.867 -4.524 0.09
H 2.365 0.235 -4.196 0.08
H 3.649 -0.729 -5.030 0.09
H 5.431 -1.733 -3.467 0.13
H 5.735 -0.008 -3.290 0.13
H 5.167 -0.236 -0.779 0.12
H 7.361 -1.637 -0.245 0.06
H 7.483 -0.191 -1.189 0.08
H 7.597 -1.679 -1.991 0.08
H 5.160 -2.230 0.176 0.02
H 3.893 -2.132 -0.850 0.05
C -3.502 -1.086 -5.414 -0.10
O -2.799 -0.076 -4.697 -0.20
C -2.332 0.906 -5.616 -0.21
C -1.586 1.955 -4.812 -0.45
C -1.165 3.192 -5.572 -0.05
N -0.442 1.321 -4.154 0.06
H -4.100 -1.634 -4.683 0.09
H -2.794 -1.789 -5.859 0.09
H -4.218 -0.683 -6.133 0.09
H -1.665 0.509 -6.386 0.13
H -3.122 1.474 -6.122 0.13
H -2.171 2.246 -3.928 0.11
H -0.509 3.788 -4.937 0.07
H -2.067 3.728 -5.864 0.07
H -0.541 2.914 -6.426 0.08
H -0.821 0.563 -3.602 0.02
H 0.075 1.878 -3.478 0.05
C -1.139 -5.457 -5.376 -0.12
O 0.183 -4.993 -5.304 -0.17
C 0.414 -4.248 -4.129 -0.22
C 1.701 -3.420 -4.263 -0.38
C 2.891 -4.323 -4.544 -0.06
N 1.917 -2.756 -2.953 0.05
H -1.305 -5.933 -6.339 0.09
H -1.908 -4.690 -5.219 0.08
H -1.334 -6.177 -4.568 0.08
H -0.444 -3.631 -3.838 0.10
H 0.498 -4.962 -3.295 0.12
H 1.590 -2.600 -4.972 0.14
H 3.861 -3.828 -4.464 0.07
H 2.871 -4.781 -5.538 0.08
H 2.928 -5.162 -3.843 0.09
H 2.653 -2.051 -3.025 0.04
H 2.241 -3.467 -2.302 0.08
C -2.806 -8.572 -0.747 -0.10
O -2.854 -7.214 -0.363 -0.19
C -1.638 -6.513 -0.495 -0.21
C -1.942 -5.034 -0.385 -0.41
C -2.883 -4.590 -1.531 -0.05
N -0.715 -4.213 -0.446 0.05
H -3.614 -9.092 -0.236 0.09
H -1.850 -9.018 -0.462 0.09
H -2.974 -8.679 -1.822 0.09
H -1.031 -6.756 0.391 0.12
H -1.109 -6.775 -1.417 0.13
H -2.421 -4.817 0.572 0.11
H -2.423 -4.596 -2.523 0.06
H -3.118 -3.526 -1.418 0.06
H -3.833 -5.125 -1.547 0.08
H -0.924 -3.288 -0.819 0.02
H -0.119 -4.679 -1.124 0.06
C -3.169 -2.336 1.307 -0.11
O -4.108 -1.332 1.021 -0.23
C -5.428 -1.600 1.495 -0.21
C -6.369 -0.512 1.001 -0.41
C -6.131 0.909 1.450 -0.06
N -7.710 -1.008 1.373 0.03
H -3.135 -2.519 2.384 0.10
H -2.158 -2.140 0.942 0.07
H -3.416 -3.232 0.721 0.06
H -5.645 -2.595 1.082 0.12
H -5.489 -1.819 2.572 0.13
H -6.240 -0.536 -0.084 0.14
H -6.719 1.525 0.763 0.07
H -5.124 1.272 1.222 0.05
H -6.340 1.124 2.496 0.08
H -8.333 -0.666 0.641 0.07
H -8.109 -0.529 2.176 0.07
C 0.227 -2.915 6.826 -0.13
O -0.004 -3.932 5.895 -0.15
C 0.179 -3.470 4.575 -0.20
C -0.011 -4.543 3.496 -0.44
C 0.763 -5.826 3.758 -0.05
N 0.446 -3.993 2.211 0.04
H 1.114 -2.323 6.553 0.08
H 0.440 -3.211 7.853 0.10
H -0.622 -2.222 6.839 0.01
H -0.492 -2.624 4.375 0.10
H 1.218 -3.122 4.506 0.12
H -1.091 -4.732 3.421 0.13
H 0.324 -6.627 3.163 0.07
H 0.686 -6.144 4.798 0.08
H 1.794 -5.593 3.504 0.07
H -0.117 -3.179 1.986 0.04
H 0.190 -4.691 1.524 0.03
C 2.135 0.185 1.332 -0.06
O 1.135 0.402 0.345 -0.21
C 0.530 -0.772 -0.149 -0.18
C -0.369 -0.369 -1.281 -0.39
C -1.622 0.384 -0.822 -0.02
N -0.889 -1.593 -1.965 0.05
H 2.369 1.182 1.712 0.07
H 3.051 -0.181 0.869 0.08
H 1.794 -0.418 2.174 0.09
H 1.240 -1.549 -0.463 0.12
H -0.037 -1.240 0.672 0.11
H 0.117 0.170 -2.094 0.10
H -2.345 -0.378 -0.523 0.07
H -2.138 0.916 -1.630 0.07
H -1.459 1.155 -0.069 0.05
H -1.409 -1.343 -2.808 0.07
H -0.058 -2.003 -2.415 0.03
C 3.504 -0.397 5.786 -0.13
O 3.956 0.900 5.480 -0.19
C 2.878 1.704 5.021 -0.20
C 3.371 3.074 4.556 -0.43
C 4.425 2.964 3.455 -0.06
N 3.866 3.938 5.613 0.04
H 2.832 -0.416 6.652 0.08
H 4.321 -1.069 6.050 0.09
H 2.961 -0.831 4.940 0.07
H 2.329 1.248 4.187 0.11
H 2.209 1.809 5.884 0.12
H 2.497 3.521 4.070 0.13
H 5.199 2.238 3.723 0.06
H 4.978 3.892 3.321 0.08
H 4.003 2.584 2.524 0.06
H 4.787 3.638 5.918 0.08
H 3.306 3.839 6.455 0.07
```

multiplicity = 1
SMILES string = CC1(C)CCCC(C)(C)N1O.CC1(C)CCCC(C)(C)N1O.COC[C@H](C)N.COC[C@H](C)N.COC[C@H](C)N.COC[C@H](C)N.COC[C@H](C)N.COC[C@H](C)N.COC[C@H](C)N.COC[C@H](C)N.COC[C@H](C)N.COC[C@H](C)N
max |F| = 2.6 eV/A
gap between HOMO and LUMO = 8.84 eV
molecular weight = 1205.9 g/mol
E_LUMO = 0.589 eV